DFT (ωB97M-V with the def2-TZVPD basis set) results for C46H50O10Y as an isolated structure.

**Charge**: -1
**ΔE to the lowest compared entry with this formula, charge and spin**: 0.813 eV
**E**: -70036.568 eV

Geometry (Å):
H (14.613, -2.855, 16.451)
H (8.364, -0.257, 10.646)
C (8.235, -1.284, 19.854)
C (6.218, 0.658, 17.529)
C (4.413, -1.058, 14.686)
H (6.428, -2.171, 22.598)
H (8.425, -6.046, 17.605)
C (11.820, 1.626, 20.013)
C (8.556, -0.044, 18.907)
H (10.042, 2.254, 22.778)
H (2.304, 0.910, 12.887)
H (9.133, 3.764, 16.184)
C (5.814, -0.615, 16.755)
C (7.267, -1.253, 20.859)
H (6.544, -0.464, 20.877)
Y (9.065, -1.489, 15.850)
H (8.101, 3.053, 15.004)
C (7.109, -2.286, 21.761)
O (10.814, -2.725, 16.807)
C (8.368, -3.991, 13.764)
C (8.609, 0.173, 11.664)
H (7.641, -4.405, 17.462)
C (4.383, -3.805, 18.285)
C (4.059, -1.105, 18.747)
H (12.336, 2.504, 21.869)
C (8.491, 2.894, 16.017)
C (3.434, -1.988, 19.597)
C (3.069, 0.606, 13.625)
H (3.120, 2.569, 14.469)
H (12.804, 1.729, 19.537)
H (15.898, 1.915, 12.355)
H (14.273, 1.363, 12.213)
O (15.443, 0.612, 13.784)
H (7.221, 4.758, 17.631)
O (7.871, 2.194, 18.212)
C (3.535, -0.694, 13.696)
H (4.033, -0.020, 18.918)
C (13.127, 0.212, 14.592)
H (14.796, 2.614, 13.479)
H (6.182, 4.448, 16.248)
C (9.341, 1.205, 21.058)
H (4.460, -4.886, 18.105)
H (4.774, -2.067, 14.784)
H (3.090, -4.127, 19.986)
C (8.890, -0.951, 12.634)
H (7.789, 0.754, 12.104)
C (15.076, -1.126, 15.289)
C (14.500, -0.050, 14.553)
H (12.086, -4.368, 18.157)
O (9.149, -0.476, 17.746)
C (9.584, 0.784, 19.754)
H (4.176, 1.773, 16.587)
O (10.994, -0.306, 15.427)
H (9.064, -4.771, 13.396)
C (4.993, -1.567, 17.748)
H (12.754, 1.150, 14.126)
C (3.634, -3.356, 19.402)
C (11.577, 2.052, 21.273)
H (6.726, -4.362, 12.505)
O (6.880, -1.226, 16.233)
C (10.317, 1.838, 21.791)
H (10.024, -4.605, 16.363)
C (5.064, -2.918, 17.484)
H (7.243, -5.839, 16.328)
C (7.758, -3.512, 21.640)
H (2.770, -1.637, 20.316)
H (8.326, 1.183, 21.537)
C (7.353, 2.708, 16.966)
C (12.266, -0.611, 15.362)
H (9.125, 2.004, 15.969)
C (9.092, -4.860, 15.908)
C (12.807, -3.834, 17.514)
H (13.584, -3.464, 18.180)
H (5.734, 3.804, 17.891)
C (14.242, -1.950, 16.043)
C (6.553, 4.009, 17.184)
H (11.126, 0.766, 18.226)
C (8.856, -2.531, 19.679)
C (4.688, -0.131, 15.712)
H (13.220, -4.490, 16.719)
O (8.616, -3.714, 15.153)
H (9.566, -2.628, 18.881)
H (9.534, 0.721, 11.517)
H (6.958, 1.052, 19.595)
H (9.094, -4.516, 20.286)
C (7.349, 0.890, 18.579)
H (3.117, -1.501, 13.045)
O (9.531, -1.963, 12.263)
C (4.056, 1.085, 15.735)
H (16.126, -1.303, 15.159)
O (6.503, 1.661, 16.494)
H (7.532, -4.344, 22.344)
H (5.277, 0.989, 18.045)
C (3.410, 1.527, 14.617)
C (6.916, -4.415, 13.597)
C (15.039, 1.691, 12.937)
H (6.197, -3.777, 14.129)
H (9.290, -5.616, 15.156)
C (12.844, -1.748, 16.072)
C (8.618, -3.606, 20.585)
H (5.571, -3.307, 16.595)
C (12.074, -2.682, 16.836)
C (10.853, 1.029, 19.243)
C (8.027, -5.313, 16.895)
H (6.816, -5.468, 13.929)
O (8.397, -0.770, 13.838)
H (8.607, -3.067, 13.203)